1.
{"formula": "C53H50CaN3O6P3STe", "method": "ωB97M-V/def2-TZVPD", "symbols": ["H", "C", "C", "C", "C", "C", "H", "C", "C", "C", "C", "C", "H", "H", "C", "H", "C", "C", "H", "H", "C", "S", "C", "C", "C", "C", "C", "C", "H", "C", "C", "Ca", "C", "P", "C", "H", "P", "H", "H", "C", "C", "O", "C", "H", "N", "C", "H", "H", "C", "H", "H", "C", "C", "H", "H", "H", "C", "C", "C", "H", "H", "H", "H", "C", "H", "H", "C", "Te", "H", "H", "H", "C", "C", "H", "H", "H", "C", "H", "H", "C", "C", "H", "C", "H", "C", "O", "N", "O", "C", "H", "O", "C", "C", "H", "N", "H", "C", "H", "H", "O", "H", "C", "H", "H", "H", "H", "C", "P", "O", "C", "C", "H", "H", "H", "H", "H", "C", "C"], "xyz": [[-3.349, -2.628, 1.189], [-5.259, -1.509, 4.106], [5.795, 0.364, -2.743], [4.898, -5.043, -0.210], [3.049, -3.650, -0.891], [-0.257, 4.491, 1.358], [-1.370, 1.889, -4.705], [-1.673, 2.413, -3.790], [-1.355, 6.523, 0.699], [2.998, -6.030, -1.293], [3.624, -1.041, -1.666], [-2.091, -2.707, -0.553], [5.875, -5.140, 0.242], [-1.801, 3.984, -1.474], [-3.252, -2.369, 0.142], [1.507, 2.152, -5.488], [-6.437, -0.777, 4.011], [-4.131, 0.093, 2.693], [-5.243, -2.422, 4.684], [-0.905, -6.534, 4.133], [2.407, -4.777, -1.386], [-7.910, -1.346, 4.797], [-1.410, -6.234, 3.225], [4.241, -6.166, -0.700], [0.530, 3.688, 2.290], [1.849, 2.928, -4.793], [-0.569, 5.831, 1.640], [-3.106, 2.099, -3.435], [3.601, 3.536, -5.858], [-0.044, 6.372, 2.873], [-4.173, -1.370, -1.832], [-0.330, 1.554, -0.119], [0.675, 5.647, 3.747], [2.199, -2.019, -1.046], [-6.452, 0.401, 3.273], [-10.199, -2.775, 4.908], [0.643, 1.280, -3.033], [3.863, 2.181, -4.744], [-4.139, -6.941, 1.367], [0.959, 4.267, 3.486], [-4.120, -1.078, 3.457], [1.053, 0.986, -1.595], [1.437, 1.672, 2.881], [4.704, -7.140, -0.625], [-0.295, 7.788, 3.273], [5.184, 0.804, -1.579], [-4.987, -0.859, -2.330], [3.644, 0.477, -0.144], [-8.548, -2.443, 3.531], [-2.898, -1.383, -3.565], [6.635, 0.903, -3.156], [-0.865, -5.236, 2.434], [-2.965, 0.485, 1.963], [-0.364, -1.368, 1.127], [3.871, -2.350, -3.353], [-7.367, 0.973, 3.204], [4.237, -1.463, -2.845], [-1.805, 5.873, -0.415], [4.306, -3.798, -0.310], [3.688, 3.823, -4.117], [3.319, -1.522, 1.062], [1.293, 3.848, -4.985], [1.990, 3.907, 5.346], [-9.832, -3.119, 3.943], [-3.174, -5.178, -0.031], [4.839, -2.926, 0.052], [-3.013, -1.669, -2.528], [0.525, -0.405, -4.635], [-0.589, -2.537, 2.407], [2.405, 1.505, 4.800], [-1.065, -2.559, -2.433], [-3.218, -6.464, 1.673], [1.451, -2.439, 1.679], [-3.398, 2.545, -2.483], [5.770, -1.125, -4.291], [1.428, -4.673, -1.838], [-2.672, -5.464, 0.884], [5.544, 1.693, -1.079], [-5.327, 1.743, 2.040], [-1.494, -4.822, 1.260], [1.888, 2.162, 4.117], [-1.496, 3.486, -3.924], [-2.020, 0.757, 1.243], [1.666, -2.146, 2.713], [4.107, 0.107, -1.049], [-8.017, -2.630, 2.475], [0.800, 2.396, 1.988], [1.539, 2.525, -3.457], [5.312, -0.774, -3.377], [-3.776, 2.482, -4.204], [0.451, 8.259, 4.103], [-1.978, -2.341, -1.890], [-1.459, 4.532, -0.607], [-5.186, -1.468, 0.064], [-0.698, 3.874, 0.241], [1.891, -0.520, 0.865], [-0.064, -2.370, 1.462], [1.037, 6.109, 4.655], [-3.205, -1.650, 3.528], [-0.829, 1.967, -2.715], [-3.026, -7.624, 3.468], [2.270, -1.537, 0.751], [-2.423, 6.381, -1.140], [-1.611, 7.557, 0.867], [1.813, -3.469, 1.579], [-9.651, -4.193, 3.986], [-4.292, -1.715, -0.491], [-0.674, -3.578, 0.195], [-1.243, 8.356, 2.765], [1.657, 3.474, 4.414], [3.342, 3.130, -4.880], [0.068, -4.779, 2.737], [1.617, 0.637, 2.619], [-3.243, 1.024, -3.352], [-10.580, -2.931, 3.175], [2.481, -6.896, -1.682], [-5.312, 0.832, 2.623], [-2.594, -6.850, 2.850]], "lowdin_charge": [0.100, -0.085, -0.102, -0.086, -0.396, -0.124, 0.061, -0.314, 0.025, -0.084, -0.397, -0.389, 0.099, 0.096, -0.106, 0.038, -0.554, -0.275, 0.109, 0.099, -0.123, 1.006, -0.093, -0.092, -0.129, -0.320, -0.053, -0.057, 0.078, -0.056, -0.088, 1.257, 0.075, 1.050, -0.093, 0.060, 0.076, 0.074, 0.102, -0.121, -0.039, -0.593, -0.087, 0.098, -0.331, -0.089, 0.100, 0.087, -0.751, 0.087, 0.097, -0.108, -0.208, 0.041, 0.108, 0.105, -0.112, -0.008, -0.096, 0.077, 0.078, 0.115, 0.127, -0.079, 0.104, 0.105, -0.103, 0.448, 0.076, 0.116, 0.062, -0.087, -0.316, 0.072, 0.102, 0.075, -0.100, 0.098, 0.114, -0.376, -0.015, 0.115, -0.169, 0.101, -0.110, 0.040, 0.056, -0.286, -0.086, 0.084, 0.093, -0.114, -0.085, 0.106, 0.016, 0.034, -0.357, 0.135, 0.110, -0.396, 0.097, -0.380, 0.117, 0.109, 0.090, 0.089, -0.073, 1.071, 0.080, 0.013, -0.068, 0.093, 0.103, 0.057, 0.087, 0.101, -0.033, -0.100], "lumo_ev": -1.715, "gap_ev": 5.4576}

***

2.
{"formula": "C8H6F2N3O", "method": "ωB97M-V/def2-TZVPD", "symbols": ["C", "C", "H", "O", "H", "H", "C", "C", "H", "N", "H", "H", "C", "C", "C", "N", "F", "F", "N", "C"], "xyz": [[0.102, -0.210, -1.346], [2.615, 0.045, 1.972], [0.237, -0.603, 2.626], [1.039, 1.230, -3.217], [-2.222, 0.376, 2.626], [-0.793, 2.487, -3.822], [-0.876, -0.249, 0.946], [-2.121, -0.323, 1.779], [1.617, -1.166, -0.192], [1.296, -0.874, -1.177], [-1.848, -0.032, -0.954], [1.988, -0.911, -1.959], [-0.996, -0.269, -0.422], [0.009, 0.738, -2.271], [1.501, 0.010, 1.237], [3.675, 0.135, 2.387], [-2.159, -1.600, 2.268], [-3.178, -0.154, 1.005], [0.312, -0.318, 1.710], [-0.197, 1.688, -3.194]], "lowdin_charge": [-0.239, -0.235, 0.134, 0.137, 0.180, 0.215, -0.080, -0.357, 0.122, 0.189, 0.117, 0.158, 0.083, -0.067, -0.052, 0.223, 0.086, 0.112, 0.118, 0.157], "charge": 1, "lumo_ev": [-6.358, -6.252], "gap_ev": [6.4402, 6.5667]}

***

3.
{"formula": "C3H3NOS2", "method": "ωB97M-V/def2-TZVPD", "symbols": ["H", "C", "C", "C", "H", "H", "S", "O", "N", "S"], "xyz": [[-0.063, 2.248, -0.449], [-0.125, 1.210, -0.763], [0.855, -0.826, 0.108], [0.141, -1.197, 1.478], [-2.225, 1.752, -1.770], [1.441, -1.662, -0.256], [-1.255, 0.821, -2.051], [-1.037, -1.090, 1.805], [0.642, 0.304, -0.368], [1.627, -1.560, 2.265]], "lowdin_charge": [0.094, -0.472, -0.192, -0.901, -0.100, 0.097, 0.805, -0.017, 0.031, 0.656], "lumo_ev": -0.576, "gap_ev": 7.8816, "e_above_lowest_kj_mol": 294.4}

***

These records have molecular weight values of 1117.66 198.15 133.20 g mol⁻¹, in the order they appear.
These records have DFT total energy values of -5033.3062 -747.1393 -1042.3866 Ha, in the order they appear.